ORCA calculation (ωB97M-V/def2-TZVPD) on a cluster of 7 separate species, C34H66ClN7O11 in total in a non-equilibrium geometry.

Properties
LUMO = -0.045 Eh
Gap between HOMO and LUMO = 7.430 eV
SMILES = CCCNC1=C(CCCO)C(=O)C(Cl)=C(OCCOCC)C1=O.CNC(C)=O.CNC(C)=O.CNC(C)=O.CNC(C)=O.CNC(C)=O.CNC(C)=O
Total charge = 0
HOMO level = -8.661 eV

Atoms and positions in Å:
C  0.034  -2.137  3.121
C  0.268  -0.634  3.261
C  -0.043  0.113  1.938
N  1.163  0.835  1.452
C  1.408  0.693  0.108
C  1.386  1.673  -0.812
C  1.071  3.122  -0.519
C  2.377  3.979  -0.518
C  3.616  3.262  -0.045
O  3.422  2.766  1.279
C  1.705  1.389  -2.225
O  1.609  2.254  -3.068
C  2.145  0.022  -2.627
Cl  2.568  -0.263  -4.270
C  2.196  -0.963  -1.737
O  2.626  -2.195  -2.088
C  1.568  -3.048  -2.593
C  0.909  -3.811  -1.445
O  0.665  -5.160  -1.824
C  -0.023  -5.848  -0.781
C  0.700  -7.120  -0.379
C  1.774  -0.702  -0.328
O  1.720  -1.606  0.466
H  -0.141  -2.561  4.117
H  0.917  -2.638  2.733
H  -0.854  -2.366  2.531
H  1.314  -0.479  3.522
H  -0.300  -0.205  4.090
H  -0.837  0.825  2.161
H  -0.410  -0.611  1.218
H  1.117  1.808  1.715
H  0.501  3.483  -1.373
H  0.484  3.257  0.385
H  2.558  4.321  -1.536
H  2.226  4.871  0.092
H  4.432  3.995  -0.005
H  3.957  2.484  -0.731
H  3.932  1.959  1.373
H  2.040  -3.724  -3.302
H  0.863  -2.448  -3.168
H  -0.032  -3.320  -1.180
H  1.607  -3.811  -0.610
H  -0.069  -5.203  0.099
H  -1.059  -6.050  -1.063
H  1.585  -6.886  0.212
H  0.026  -7.701  0.253
H  1.015  -7.727  -1.225
C  -6.223  -2.046  3.919
N  -4.878  -1.593  3.622
C  -4.032  -2.042  2.652
C  -4.514  -3.147  1.745
O  -2.922  -1.558  2.519
H  -6.921  -1.213  3.816
H  -6.268  -2.413  4.946
H  -6.525  -2.842  3.247
H  -4.490  -0.852  4.182
H  -3.732  -3.371  1.029
H  -4.740  -4.047  2.320
H  -5.403  -2.827  1.198
C  0.857  4.647  4.902
N  0.185  4.335  3.653
C  -1.126  4.025  3.463
C  -2.007  3.991  4.681
O  -1.546  3.767  2.343
H  1.288  5.648  4.845
H  1.663  3.930  5.070
H  0.168  4.605  5.739
H  0.730  4.341  2.805
H  -3.016  3.721  4.382
H  -1.642  3.250  5.388
H  -2.036  4.966  5.166
C  5.530  0.753  -5.858
N  6.822  1.173  -6.374
C  7.570  0.592  -7.350
C  7.015  -0.652  -8.003
O  8.645  1.069  -7.673
H  4.802  1.553  -6.005
H  5.617  0.552  -4.789
H  5.177  -0.142  -6.358
H  7.247  1.997  -5.980
H  7.720  -0.994  -8.754
H  6.878  -1.443  -7.265
H  6.062  -0.437  -8.489
C  -3.624  -1.890  -4.334
N  -3.594  -2.238  -2.924
C  -2.735  -1.796  -1.969
C  -1.668  -0.818  -2.400
O  -2.833  -2.179  -0.812
H  -4.589  -1.441  -4.578
H  -3.498  -2.792  -4.935
H  -2.836  -1.187  -4.584
H  -4.283  -2.886  -2.577
H  -1.063  -0.557  -1.534
H  -1.024  -1.263  -3.159
H  -2.118  0.093  -2.798
C  -1.202  -0.814  7.300
N  -1.524  0.585  7.079
C  -1.429  1.623  7.952
C  -0.930  1.321  9.343
O  -1.738  2.753  7.603
H  -0.429  -1.124  6.595
H  -2.091  -1.424  7.130
H  -0.848  -0.980  8.311
H  -1.864  0.854  6.168
H  -0.909  2.245  9.914
H  -1.594  0.615  9.843
H  0.079  0.910  9.306
C  -1.492  3.425  -4.191
N  -1.066  2.108  -4.623
C  -1.687  1.262  -5.482
C  -2.990  1.721  -6.094
O  -1.203  0.168  -5.738
H  -0.729  4.158  -4.458
H  -1.614  3.431  -3.106
H  -2.432  3.707  -4.653
H  -0.199  1.747  -4.252
H  -3.361  0.940  -6.751
H  -3.733  1.908  -5.317
H  -2.839  2.628  -6.680